Entry 1:
C34H54CdFN5O5S5 as an isolated structure, computed with ωB97M-V/def2-TZVPD.

Values from the calculation:
HOMO energy ... -12.0 eV
Gap between HOMO and LUMO ... 7.37 eV
Total energy ... -4236.0879 a.u.
Relative energy (zero: lowest compared OMol25 entry of this formula, charge and spin) ... 2.1 kcal/mol
Net charge ... +2

Last column: Mulliken charge in e.
Cartesian coordinates (Å):
Cd 0.728962 0.017862 -2.025937  4.08
C -0.101807 -1.901840 -5.088511  -0.22
C -1.212221 -0.859567 -5.208649  -0.97
S -1.982143 -0.341770 -3.655662  0.17
C -3.086356 -1.742193 -3.311680  -0.97
C -2.452310 -3.072492 -2.890347  -1.14
S -1.083681 -2.760779 -1.750728  0.46
C -0.186001 -4.329119 -1.820312  -0.92
C 1.178798 -4.201180 -1.111634  -1.03
S 1.874210 -2.531173 -0.907785  0.20
C 2.949675 -2.289038 -2.386398  -0.42
C 2.280410 -2.595791 -3.727003  -0.95
S 1.345353 -1.151246 -4.304778  0.02
H 0.187940 -2.249641 -6.080190  0.55
H -0.415417 -2.754594 -4.490073  -0.33
H -1.986409 -1.224266 -5.885568  0.57
H -0.814992 0.059608 -5.644020  0.37
H -3.707255 -1.903167 -4.194195  0.54
H -3.746497 -1.373477 -2.524949  0.41
H -2.089921 -3.621531 -3.761150  0.52
H -3.213901 -3.690041 -2.412313  0.54
H -0.062027 -4.625192 -2.864807  0.39
H -0.763777 -5.112098 -1.330186  0.52
H 1.927792 -4.807728 -1.621497  0.42
H 1.105909 -4.591653 -0.098338  0.45
H 3.826615 -2.930908 -2.259934  0.66
H 3.797016 -0.719297 -1.538103  -0.50
H 1.603272 -3.442661 -3.640596  0.30
H 3.040606 -2.834532 -4.469660  0.57
F -4.870256 -1.780852 1.758724  -0.35
C -3.835718 -1.025198 2.189351  0.22
C -2.840602 -0.722078 1.305573  -0.54
C -1.773209 0.091166 1.694674  0.55
C -0.739317 0.438594 0.710170  0.42
O -0.893985 0.043448 -0.467198  -1.20
C 0.326365 1.250831 1.203455  -0.18
C 0.277933 1.680373 2.499327  -0.38
N -0.665246 1.354237 3.403635  0.37
C -0.603871 1.909829 4.737594  -0.30
C 0.719711 1.977278 5.431007  -1.03
C -0.314739 0.996865 5.896162  -0.47
C -1.731670 0.563258 3.012470  -0.20
C -2.756635 0.229263 3.906501  -0.58
C -3.827042 -0.554973 3.513230  -1.34
N -4.838984 -0.848512 4.458303  0.25
C -5.505061 0.261468 5.122482  -0.67
C -5.679342 -0.106309 6.600915  -0.75
N -5.743842 -1.610021 6.689476  -0.15
C -6.547420 -2.173010 5.556880  -0.74
C -5.758637 -1.960361 4.254205  -0.70
C 1.533284 1.756105 0.409755  -0.42
O 2.067237 2.780726 0.811354  -0.81
O 1.918425 1.054329 -0.583968  -0.65
H -2.875056 -1.095262 0.291629  0.54
H 1.056918 2.348544 2.840672  0.90
H -1.296330 2.729195 4.894281  0.47
H 0.919351 2.852781 6.029532  0.27
H 1.580778 1.574624 4.918608  0.35
H -0.827159 1.185864 6.828818  0.32
H -0.137782 -0.044912 5.667472  0.24
H -2.699839 0.571895 4.928714  0.86
H -6.478669 0.466668 4.660176  0.31
H -4.915228 1.170101 5.039465  0.51
H -6.600061 0.290367 7.025279  0.37
H -4.835697 0.209483 7.211906  0.43
H -6.116872 -1.903604 7.592481  0.34
H -4.790032 -1.969200 6.608646  0.39
H -7.496775 -1.639922 5.562903  0.36
H -6.737960 -3.226063 5.751439  0.38
H -6.478395 -1.790832 3.448192  0.41
H -5.185031 -2.854020 4.009806  0.51
O 3.287845 -0.931407 -2.368340  -0.21
S 5.119810 -0.211673 0.042132  -0.18
C 6.395718 -1.506450 -0.155592  -0.53
C 7.221608 -1.093062 -1.366691  -0.49
C 7.386827 0.418124 -1.258674  -0.76
C 5.993536 0.993220 -1.025018  -0.17
H 5.908364 -2.473377 -0.272319  0.30
H 7.007544 -1.536846 0.745328  0.40
H 6.684968 -1.339999 -2.287358  0.17
H 8.179443 -1.613126 -1.387311  0.38
H 7.841941 0.849908 -2.150271  0.35
H 8.030542 0.654574 -0.408624  0.31
H 5.443953 1.096047 -1.961392  0.08
H 6.010899 1.957328 -0.522663  0.43
C -0.715891 3.414628 -1.587936  -0.91
N 0.527480 3.760853 -2.246704  0.24
C 1.362274 4.721158 -1.532628  -1.15
C 1.010328 2.935462 -3.202597  0.17
O 0.534192 1.782834 -3.380626  -1.03
N 2.025785 3.370733 -3.982567  0.26
C 2.160062 4.758674 -4.399019  -1.23
C 2.718425 2.402547 -4.813165  -0.74
H -1.254387 4.334031 -1.354965  0.42
H -0.534619 2.876577 -0.651842  0.13
H -1.326307 2.797761 -2.242779  0.25
H 1.345280 4.474923 -0.470818  0.39
H 1.006716 5.743578 -1.677822  0.30
H 2.392559 4.643570 -1.864956  0.37
H 1.329341 5.348025 -4.024529  0.39
H 2.145704 4.802262 -5.490017  0.41
H 3.096250 5.195908 -4.047986  0.34
H 2.759501 1.440640 -4.308077  -0.02
H 3.734798 2.756648 -4.983281  0.42
H 2.224130 2.273269 -5.779986  0.31

Cartesian forces (eV/Å) of the 2 atoms listed first:
Cd -0.301 -0.377 -0.208
C -0.012 -0.002 0.137

=====

Entry 2:
C34H54Cl5RuSb as an isolated structure at a distorted geometry, computed with ωB97M-V/def2-TZVPD.

Values from the calculation:
HOMO energy (alpha / beta) ... -9.9 / -9.8 eV
Gap between HOMO and LUMO (alpha / beta) ... 7.79 / 4.82 eV
Total energy ... -3963.6067 a.u.
Relative energy (zero: lowest compared OMol25 entry of this formula, charge and spin) ... 45.2 kcal/mol
2S+1 ... 6
Net charge ... +1

Last column: Mulliken spin population.
Cartesian coordinates (Å):
Ru -1.109313 0.118958 0.361588  3.67
C -2.834805 -2.915188 1.216000  0.00
C -1.968239 -1.826281 1.796369  -0.05
C -2.502383 -0.562080 2.172498  0.15
C -3.959587 -0.221756 1.966850  0.05
C -1.692843 0.347930 2.910938  0.01
C -2.296467 1.599051 3.499393  -0.03
C -0.366874 0.013783 3.235361  0.13
C 0.465500 0.996070 4.016728  -0.01
C 0.138640 -1.256077 2.903387  0.01
C 1.413108 -1.761096 3.524482  0.00
C -0.633258 -2.143177 2.133767  0.08
C -0.085930 -3.502310 1.791357  -0.01
H -2.664211 -3.037868 0.145011  -0.01
H -3.889267 -2.711808 1.363428  0.00
H -2.610453 -3.861363 1.704432  0.00
H -4.498563 -0.302992 2.912906  0.00
H -4.432899 -0.874251 1.247690  0.00
H -4.061305 0.799611 1.597595  -0.03
H -2.068840 2.468825 2.883566  0.01
H -1.896451 1.776897 4.494824  0.00
H -3.375972 1.522698 3.578101  0.00
H 0.291587 0.884220 5.090115  0.01
H 0.211360 2.016090 3.736954  0.00
H 1.526528 0.856241 3.830556  0.00
H 2.231792 -1.820952 2.807116  0.01
H 1.246693 -2.765270 3.913762  0.00
H 1.728500 -1.136074 4.353826  0.00
H -0.354653 -4.223994 2.567832  0.00
H 0.998131 -3.488880 1.711606  0.00
H -0.488464 -3.861378 0.846959  0.00
Cl -4.745550 -1.073535 -1.262891  0.01
C -3.352262 -0.665560 -2.196098  -0.03
C -2.106697 -0.587587 -1.578741  0.30
C -1.048524 -0.334554 -2.444758  -0.05
Cl 0.523107 -0.314807 -1.670051  0.07
C -1.157131 -0.068934 -3.798741  -0.02
Cl 0.219917 0.306877 -4.753914  0.00
C -2.430430 -0.098254 -4.361888  0.02
Cl -2.649867 0.301410 -6.012901  0.00
C -3.524106 -0.446287 -3.565209  -0.01
Cl -5.076234 -0.580803 -4.286419  0.00
C 4.278107 0.546090 2.379552  0.01
C 4.452482 1.659345 1.358549  0.00
C 3.774348 2.929436 1.844417  0.00
C 5.926095 1.895879 1.064731  0.00
Sb 3.230171 0.991213 -0.466280  0.04
C 3.572610 2.443630 -2.189801  0.00
C 4.855495 3.217917 -1.936327  0.00
C 2.356854 3.354678 -2.173289  0.00
C 3.663728 1.657020 -3.483801  0.00
C 3.986976 -1.126036 -0.938120  0.00
C 5.484853 -1.200406 -0.669802  0.00
C 3.721931 -1.519013 -2.384547  0.00
C 3.213090 -2.011549 0.028005  0.00
H 4.624913 0.888520 3.361192  0.00
H 4.860090 -0.337104 2.115457  0.00
H 3.226748 0.262968 2.473893  0.00
H 4.263543 3.279421 2.760114  0.00
H 2.722506 2.746244 2.076545  0.00
H 3.839730 3.733564 1.109082  0.00
H 6.459874 2.010688 2.016167  0.00
H 6.087882 2.805506 0.489309  0.00
H 6.380900 1.059708 0.535052  0.00
H 4.800854 3.800539 -1.016210  0.00
H 5.022266 3.919657 -2.762460  0.00
H 5.718998 2.554225 -1.888260  0.00
H 2.243640 3.858255 -1.209759  0.00
H 1.440235 2.801795 -2.393202  0.01
H 2.469701 4.128994 -2.939667  0.00
H 4.588676 1.082506 -3.527861  0.00
H 3.669221 2.353336 -4.330774  0.00
H 2.815214 0.986989 -3.617564  0.00
H 6.034177 -0.471507 -1.266662  0.00
H 5.848440 -2.195719 -0.952249  0.00
H 5.725738 -1.051588 0.382173  0.00
H 4.358214 -0.964000 -3.070550  0.00
H 2.686856 -1.391500 -2.685537  0.00
H 3.962644 -2.581864 -2.501547  0.00
H 3.473438 -1.771664 1.059346  0.00
H 3.466891 -3.062842 -0.147585  0.00
H 2.134268 -1.904751 -0.091898  -0.01
C -0.246628 4.221781 1.387672  0.04
C -1.148155 3.763266 0.241728  -0.04
C -2.626221 4.058117 0.509084  0.03
C -0.909404 2.329755 -0.154019  0.84
H -0.297371 5.303865 1.506313  0.00
H 0.791472 3.953281 1.182639  -0.01
H -0.535920 3.768255 2.337355  0.00
H -0.870538 4.371141 -0.633580  0.06
H -2.985705 3.529994 1.393468  0.00
H -3.233683 3.739238 -0.339839  0.00
H -2.780770 5.125752 0.661512  0.00
H -1.473506 2.102562 -1.072039  -0.04
H 0.171337 2.155374 -0.292113  -0.24

Cartesian forces (eV/Å) of the 2 atoms listed first:
Ru -0.325 0.214 -0.632
C 0.009 0.133 -0.123

=====

Entry 3:
A 10-piece molecular cluster, C34H54N2O14 overall at a distorted geometry, computed with ωB97M-V/def2-TZVPD.

Values from the calculation:
HOMO energy ... -8.1 eV
Gap between HOMO and LUMO ... 8.18 eV
SMILES ... c1cc[nH]c1.c1cc[nH]c1.O=C1CCCO1.O=C1CCCO1.O=C1CCCO1.O=C1CCCO1.O=C1CCCO1.O=C1CCCO1.CO.CO
Total energy ... -2490.8365 a.u.

Last column: Mulliken charge in e.
Cartesian coordinates (Å):
C 1.563990 -2.067418 5.521556  -1.15
C 0.996507 -2.927832 4.550354  -0.59
C 1.551463 -2.656677 3.334424  -0.57
N 2.404598 -1.597978 3.520522  0.37
C 2.458251 -1.274904 4.840589  -0.37
H 1.385546 -2.023051 6.581031  0.46
H 0.243102 -3.672120 4.761900  0.62
H 1.336692 -3.029724 2.347197  0.40
H 3.034549 -1.147887 2.875367  0.09
H 3.043597 -0.428921 5.163717  0.66
C -0.813565 5.567357 0.008673  -0.71
C 0.337552 5.928531 -0.733254  -0.46
C 1.361605 5.099793 -0.344600  -0.61
N 0.864735 4.279844 0.623119  0.34
C -0.448379 4.559568 0.866345  -0.48
H -1.797086 5.984996 -0.126633  0.43
H 0.336204 6.582939 -1.590360  0.42
H 2.323220 4.993575 -0.816059  0.50
H 1.370815 3.514710 1.040085  0.08
H -0.992715 3.989708 1.599131  0.45
O 4.281086 0.872179 -2.658811  -0.60
C 3.185042 1.344384 -2.745577  0.24
C 2.694577 2.357369 -3.770112  -0.61
C 1.275307 2.656610 -3.304309  -0.51
C 0.913331 1.491707 -2.370297  0.66
O 2.176071 0.959314 -1.939065  0.17
H 3.354902 3.220507 -3.700613  0.32
H 2.767598 1.964228 -4.781880  0.29
H 1.256299 3.601432 -2.755247  -0.08
H 0.525820 2.809819 -4.082259  0.47
H 0.318502 1.874572 -1.544243  0.03
H 0.384512 0.700195 -2.903605  -0.33
O -1.038022 -1.565024 -3.339133  -0.56
C -1.498476 -1.338262 -4.421762  0.42
C -2.696776 -0.504686 -4.830151  0.07
C -2.636818 -0.512198 -6.361679  -0.60
C -1.198784 -0.936827 -6.664584  -0.43
O -0.780937 -1.678880 -5.525391  -0.37
H -3.661193 -0.820560 -4.454705  -0.10
H -2.513781 0.503917 -4.444815  0.27
H -3.305876 -1.270755 -6.765129  0.30
H -2.909284 0.462736 -6.761441  0.33
H -1.173188 -1.543866 -7.568469  0.32
H -0.515382 -0.105092 -6.855700  0.23
O 2.830264 3.326081 7.454522  -0.61
C 2.372321 3.167588 6.359375  0.38
C 1.353722 4.056406 5.665667  -0.53
C 0.966217 3.285322 4.412262  0.09
C 2.117575 2.282031 4.271562  0.68
O 2.749985 2.169006 5.534496  -0.32
H 0.602862 4.364527 6.385934  0.34
H 1.908004 4.952163 5.373364  0.26
H -0.047613 2.889748 4.367533  0.25
H 0.978316 3.962975 3.554565  -0.18
H 1.785454 1.320338 3.887910  -0.30
H 2.826876 2.647565 3.522318  -0.04
O -5.127289 -3.129494 -4.564540  -0.58
C -5.396458 -2.793528 -3.449142  0.46
C -6.736113 -2.892852 -2.720052  -0.42
C -6.499522 -2.158977 -1.402014  -0.63
C -4.972602 -2.008905 -1.319695  -0.12
O -4.483365 -2.185361 -2.658607  -0.30
H -7.493448 -2.516985 -3.396814  0.36
H -6.793781 -3.976425 -2.570360  0.24
H -7.059563 -1.224690 -1.395168  0.27
H -6.860008 -2.753818 -0.564511  0.33
H -4.595860 -1.057528 -0.958837  0.21
H -4.558886 -2.813834 -0.709259  0.19
O 0.529474 1.236783 1.798952  -0.50
C -0.087469 0.353450 1.268959  -0.45
C -1.582560 0.129562 1.283834  -1.01
C -1.758542 -1.271355 0.702185  0.96
C -0.464885 -1.473541 -0.103220  0.30
O 0.473408 -0.476084 0.389755  0.79
H -2.044444 0.261549 2.260329  0.51
H -1.998583 0.929621 0.663624  0.35
H -1.892434 -2.026144 1.470372  0.19
H -2.591142 -1.281107 0.003519  -0.73
H -0.045347 -2.446147 0.151277  0.21
H -0.563697 -1.339502 -1.174879  -0.40
O 1.116964 -4.567267 -2.037509  -0.61
C 1.952747 -3.862905 -1.550452  0.37
C 2.750758 -2.758549 -2.222372  0.21
C 3.838398 -2.500658 -1.197208  -0.66
C 3.062602 -2.694930 0.086389  0.84
O 2.234874 -3.862251 -0.228323  -0.44
H 3.103067 -2.982425 -3.223768  0.47
H 2.060094 -1.910396 -2.296703  -0.40
H 4.602714 -3.285769 -1.223245  0.37
H 4.394205 -1.571469 -1.322948  0.27
H 3.605075 -2.892307 1.004419  0.47
H 2.349840 -1.879940 0.239095  -0.87
C 3.837934 1.024201 1.020357  -0.64
O 4.584544 0.199152 1.909281  -0.59
H 2.817263 0.677379 0.916172  -0.02
H 3.825207 2.071650 1.357071  0.43
H 4.357993 1.072728 0.058464  0.42
H 5.493525 0.504673 1.863155  0.32
C -2.678433 -2.574581 4.130306  -0.49
O -3.992566 -2.905220 3.674450  -0.56
H -2.664515 -2.685549 5.215153  0.38
H -1.928388 -3.270248 3.751154  0.27
H -2.407758 -1.551425 3.866561  0.10
H -3.922218 -3.519660 2.941159  0.32

Cartesian forces (eV/Å) of the 2 atoms listed first:
C 0.525 0.299 -0.355
C -0.579 -0.640 0.575